No. 1
Here is a cluster of 2 separate species, C2H6O2 in total from OMol25. Energies are from ωB97M-V/def2-TZVPD.

XYZ file:
```
10
Properties=species:S:1:pos:R:3:lowdin_spin:R:1
C 1.4662 -0.2621 -0.3211 0.036
O 1.2045 0.7025 0.6771 0.023
H 2.5342 -0.1361 -0.5811 0.004
H 0.6847 0.0951 -1.0597 0.006
H 1.1984 -1.3143 -0.0914 0.005
H 1.2957 0.2664 1.5577 0.008
O -2.8605 -0.8291 -0.1118 0.343
C -2.1861 0.2125 -0.0671 0.435
H -1.5520 0.6407 -0.8617 0.070
H -1.7851 0.6243 0.8592 0.070
```

## Properties
LUMO (alpha / beta): 3.95 / 3.76 eV
Orbital gap (alpha / beta): 3.12 / 6.43 eV
2S+1: 2
Total charge: -1
Expectation value of S²: 0.75


No. 2
Here is a cluster of 2 separate species, C2H6O2 in total from OMol25. Energies are from ωB97M-V/def2-TZVPD.

XYZ file:
```
10
Properties=species:S:1:pos:R:3:mulliken_charge:R:1
C -0.0084 0.5143 -1.2262 -0.224
C -0.6982 0.7026 0.0469 -0.264
O 0.7281 0.7513 -0.0304 -0.455
H 0.0269 1.3244 -1.9514 0.230
H 0.0859 -0.4911 -1.6307 0.222
H -1.1712 1.6555 0.2749 0.232
H -1.0836 -0.1752 0.5611 0.259
O 0.7015 -1.7839 1.1487 -0.670
H 1.0538 -0.9710 0.7478 0.367
H 0.5957 -1.5385 2.0764 0.303
```

## Properties
SMILES: C1CO1.O
LUMO: 1.06 eV
Orbital gap: 11.93 eV


No. 3
Here is a cluster of 2 separate species, C2H6O2 in total from OMol25. Energies are from ωB97M-V/def2-TZVPD.

XYZ file:
```
10
Properties=species:S:1:pos:R:3:mulliken_charge:R:1
C 1.5490 3.1989 -0.3793 -0.068
O 0.9631 2.4615 -1.1350 -0.378
H 2.5677 3.5144 -0.6938 0.216
H 1.1198 3.5527 0.5617 0.230
C -0.7645 -2.3915 0.4236 -0.407
O -1.7446 -1.8131 -0.4550 -0.516
H -0.1682 -1.5910 0.8558 0.219
H -1.2525 -2.9287 1.2314 0.219
H -0.1894 -3.0472 -0.2204 0.189
H -2.0803 -0.9561 -0.1891 0.295
```

## Properties
SMILES: C=O.CO
LUMO: 0.80 eV
Orbital gap: 11.02 eV


No. 4
Here is a structure of composition C2H6O2 from OMol25. Energies are from ωB97M-V/def2-TZVPD.

XYZ file:
```
10
Properties=species:S:1:pos:R:3:mulliken_charge:R:1
C -0.1582 -1.2968 0.3646 -0.521
C -0.4137 -0.4408 -0.7719 -0.071
O -0.6744 0.9235 -0.8323 -0.506
H -0.9766 -1.1857 0.9693 0.274
H 0.4249 -2.1209 0.6795 0.313
H -0.8231 -0.7791 -1.7396 0.368
H 0.6339 -0.3476 -0.2755 0.297
H 1.0244 2.4164 0.9664 0.238
H -0.0254 1.3328 0.0459 0.459
O 0.9882 1.4980 0.5937 -0.853
```

## Properties
LUMO: -1.46 eV
Orbital gap: 7.71 eV


Listing energy relative to the best compared isomer or geometry (same formula, charge and spin) for the structures above in their given order: 78.55, 138.87, 155.32, 631.63 kJ/mol.
Listing F_max for the structures above in their given order: 0.05081, 0.00569, 0.03178, 0.11140 Eh/bohr.